[1]
{
  "formula": "C18H20N7O2PtS5",
  "method": "the ωB97M-V functional and the def2-TZVPD basis",
  "orbital_gap_ha": [0.2494, 0.1315],
  "de_lowest_kcal_mol": 0.00,
  "homo_ev": [-10.5, -10.4],
  "total_charge": 1,
  "spin_multiplicity": 5,
  "lumo_energy_ev": [-3.663, -6.869],
  "symbols": ["Pt", "S", "C", "S", "C", "C", "N", "C", "N", "C", "N", "C", "C", "S", "N", "C", "C", "H", "H", "H", "H", "H", "H", "H", "H", "H", "H", "H", "H", "N", "C", "C", "C", "C", "C", "C", "S", "O", "O", "N", "C", "S", "C", "C", "N", "H", "H", "H", "H", "H", "H", "H", "H"],
  "positions_angstrom": [[-0.838, 0.260, -1.854], [0.192, 2.397, -1.545], [0.021, 2.674, -3.249], [-0.744, 1.429, -4.122], [0.500, 3.829, -3.880], [0.325, 4.023, -5.274], [0.180, 4.187, -6.404], [1.186, 4.835, -3.158], [1.755, 5.638, -2.558], [-2.471, 2.024, 2.007], [-3.135, 1.709, 0.741], [-3.597, 2.891, 0.014], [-3.114, 0.508, 0.157], [-3.193, 0.492, -1.615], [-3.133, -0.622, 0.847], [-2.933, -1.944, 0.253], [-3.385, -0.669, 2.285], [-1.831, 2.892, 1.839], [-1.832, 1.217, 2.340], [-3.201, 2.280, 2.776], [-3.940, 3.616, 0.749], [-4.426, 2.647, -0.643], [-2.796, 3.342, -0.576], [-2.494, -1.878, -0.733], [-3.890, -2.464, 0.170], [-2.269, -2.520, 0.898], [-3.973, 0.188, 2.602], [-2.450, -0.710, 2.845], [-3.959, -1.569, 2.495], [6.377, -1.055, 1.575], [5.020, -1.068, 1.632], [4.335, -2.236, 2.010], [2.958, -2.259, 2.032], [2.243, -1.115, 1.699], [2.900, 0.054, 1.332], [4.275, 0.080, 1.304], [0.486, -1.199, 1.673], [-0.090, -0.083, 2.367], [0.071, -2.520, 2.076], [0.094, -0.985, 0.077], [0.246, -1.984, -0.787], [0.685, -3.654, -0.510], [0.574, -3.953, -2.213], [0.200, -2.847, -2.881], [0.024, -1.741, -2.086], [6.905, -1.871, 1.818], [6.876, -0.227, 1.311], [4.902, -3.118, 2.280], [2.420, -3.149, 2.329], [2.323, 0.937, 1.088], [4.798, 0.986, 1.024], [0.769, -4.934, -2.613], [0.054, -2.762, -3.947]]
}


[2]
{
  "formula": "C18H20NS",
  "method": "the ωB97M-V functional and the def2-TZVPD basis",
  "orbital_gap_ha": 0.2504,
  "de_lowest_kcal_mol": 10.87,
  "homo_ev": -11.3,
  "total_charge": 1,
  "lumo_energy_ev": -4.515,
  "symbols": ["C", "S", "C", "H", "H", "H", "H", "H", "H", "C", "N", "C", "C", "C", "C", "C", "C", "C", "C", "C", "C", "C", "C", "C", "C", "C", "H", "H", "H", "H", "H", "H", "H", "H", "H", "H", "H", "H", "H", "H"],
  "positions_angstrom": [[-0.747, -2.299, 3.236], [0.566, -1.553, 2.269], [1.973, -2.105, 3.229], [-1.604, -1.618, 3.279], [-1.036, -3.212, 2.704], [-0.408, -2.561, 4.244], [2.717, -1.303, 3.253], [1.687, -2.409, 4.240], [2.379, -2.967, 2.685], [-4.358, -0.109, -0.082], [-2.933, 0.050, -0.273], [-2.010, 0.088, 0.724], [-0.752, 0.382, 0.186], [0.448, 0.434, 0.939], [1.751, 0.616, 0.271], [2.213, -0.242, -0.751], [3.428, 0.044, -1.400], [4.187, 1.153, -1.008], [3.762, 1.958, 0.052], [2.569, 1.670, 0.700], [-0.952, 0.601, -1.244], [-0.154, 1.061, -2.290], [-0.722, 1.204, -3.565], [-2.087, 0.936, -3.798], [-2.918, 0.529, -2.736], [-2.322, 0.337, -1.502], [-4.844, -0.045, -1.057], [-4.576, -1.085, 0.376], [-4.749, 0.682, 0.582], [-2.271, -0.136, 1.755], [0.373, 0.909, 1.931], [1.633, -1.121, -1.037], [3.785, -0.604, -2.204], [5.118, 1.388, -1.519], [4.344, 2.809, 0.399], [2.219, 2.241, 1.561], [0.887, 1.305, -2.091], [-0.093, 1.554, -4.389], [-2.503, 1.048, -4.807], [-3.996, 0.372, -2.860]]
}


[3]
{
  "formula": "C18H21AsB2BiF4N9O7SSe2Te2",
  "method": "the ωB97M-V functional and the def2-TZVPD basis",
  "orbital_gap_ha": [0.1691, 0.2053],
  "de_lowest_kcal_mol": 29.73,
  "homo_ev": [-1.6, -1.8],
  "total_charge": -2,
  "lumo_energy_ev": [2.976, 3.747],
  "symbols": ["Bi", "C", "C", "N", "N", "C", "B", "N", "C", "C", "C", "N", "N", "C", "C", "C", "N", "H", "H", "H", "H", "H", "H", "H", "H", "H", "H", "Se", "Te", "Te", "Se", "F", "B", "F", "F", "F", "O", "N", "O", "C", "C", "C", "C", "O", "C", "C", "N", "O", "O", "N", "O", "O", "H", "H", "C", "As", "C", "C", "S", "H", "H", "H", "H", "H", "H", "H", "H", "H"],
  "positions_angstrom": [[0.060, 0.245, -0.398], [1.691, -4.195, -1.199], [1.826, -2.915, -0.645], [0.694, -2.237, -0.772], [-0.185, -3.049, -1.393], [0.394, -4.229, -1.665], [-1.592, -2.572, -1.771], [-2.349, -2.149, -0.499], [-3.591, -2.467, -0.110], [-3.845, -1.850, 1.096], [-2.675, -1.140, 1.375], [-1.776, -1.339, 0.417], [-1.445, -1.385, -2.763], [-2.238, -1.080, -3.792], [-1.712, 0.018, -4.448], [-0.568, 0.336, -3.720], [-0.406, -0.514, -2.709], [2.425, -4.980, -1.237], [2.665, -2.465, -0.138], [-0.168, -5.006, -2.156], [-2.200, -3.465, -2.306], [-4.210, -3.097, -0.726], [-4.753, -1.882, 1.672], [-2.435, -0.489, 2.199], [-3.118, -1.667, -3.992], [-2.107, 0.519, -5.315], [0.131, 1.147, -3.842], [1.741, -0.824, 2.213], [3.989, -0.217, 3.046], [1.826, -1.714, 5.954], [0.472, -1.968, 3.944], [-0.415, 2.982, 3.093], [-0.439, 2.570, 1.780], [-1.255, 1.403, 1.618], [-0.891, 3.569, 0.920], [0.855, 2.148, 1.347], [-3.291, 6.838, -3.186], [-4.059, 5.952, -2.843], [-5.274, 6.090, -2.832], [-3.500, 4.679, -2.433], [-2.112, 4.515, -2.413], [-1.563, 3.311, -2.018], [-2.406, 2.195, -1.602], [-1.952, 1.109, -1.158], [-3.811, 2.428, -1.747], [-4.351, 3.653, -2.115], [-4.768, 1.350, -1.562], [-4.382, 0.198, -1.572], [-5.953, 1.652, -1.447], [-0.174, 3.210, -2.093], [0.492, 4.153, -2.617], [0.523, 2.195, -1.622], [-1.453, 5.318, -2.697], [-5.420, 3.774, -2.170], [3.443, 2.903, -3.028], [3.398, 2.263, -1.214], [5.250, 2.183, -0.663], [2.695, 3.696, -0.145], [2.783, 0.234, -1.154], [4.160, 3.722, -3.097], [2.441, 3.242, -3.285], [3.757, 2.067, -3.651], [5.702, 3.175, -0.677], [5.781, 1.510, -1.333], [5.264, 1.764, 0.345], [3.169, 4.595, -0.542], [2.986, 3.518, 0.889], [1.618, 3.754, -0.235]]
}


[4]
{
  "formula": "C18H21AsCoN2O6S4",
  "method": "the ωB97M-V functional and the def2-TZVPD basis",
  "orbital_gap_ha": 0.2819,
  "de_lowest_kcal_mol": 14.38,
  "homo_ev": -12.1,
  "total_charge": 1,
  "lumo_energy_ev": -4.390,
  "symbols": ["Co", "C", "C", "S", "C", "C", "S", "C", "C", "S", "H", "H", "H", "H", "H", "H", "H", "H", "H", "H", "H", "H", "O", "As", "O", "O", "C", "C", "C", "C", "C", "C", "S", "O", "O", "O", "H", "H", "H", "H", "H", "N", "C", "C", "C", "C", "N", "C", "C", "H", "H", "H", "H"],
  "positions_angstrom": [[0.104, 0.419, 0.570], [-1.877, 2.946, 0.160], [-0.511, 3.497, -0.184], [0.826, 2.587, 0.604], [0.552, 3.013, 2.348], [0.653, 1.790, 3.244], [-0.344, 0.407, 2.663], [-2.039, 1.043, 2.788], [-2.800, 0.685, 1.524], [-1.925, 1.142, 0.017], [-2.610, 3.357, -0.536], [-2.198, 3.217, 1.165], [-0.424, 4.547, 0.101], [-0.296, 3.401, -1.243], [-0.421, 3.494, 2.430], [1.303, 3.745, 2.642], [0.364, 2.006, 4.273], [1.669, 1.393, 3.264], [-1.994, 2.117, 2.957], [-2.485, 0.583, 3.670], [-3.791, 1.142, 1.525], [-2.914, -0.394, 1.420], [-1.846, -3.447, -0.162], [-0.499, -2.445, -0.661], [0.890, -3.267, -0.433], [-0.773, -1.170, 0.522], [-1.190, -1.903, -2.381], [-2.187, -2.714, -2.925], [-2.702, -2.447, -4.185], [-2.229, -1.378, -4.924], [-1.240, -0.560, -4.402], [-0.738, -0.818, -3.134], [0.492, 0.282, -2.531], [1.001, -0.444, -1.313], [1.462, 0.508, -3.554], [-0.223, 1.491, -2.088], [-1.455, -4.257, 0.197], [-2.551, -3.560, -2.364], [-3.467, -3.092, -4.595], [-2.621, -1.182, -5.913], [-0.844, 0.268, -4.974], [6.447, -3.014, 1.561], [5.457, -2.448, 1.438], [4.206, -1.738, 1.299], [3.032, -2.294, 1.764], [1.857, -1.580, 1.616], [1.832, -0.368, 1.051], [2.973, 0.156, 0.564], [4.179, -0.491, 0.681], [3.011, -3.278, 2.208], [0.907, -1.996, 1.917], [2.903, 1.095, 0.040], [5.076, -0.045, 0.277]]
}


[5]
{
  "formula": "C18H21BFeN9O5",
  "method": "the ωB97M-V functional and the def2-TZVPD basis",
  "orbital_gap_ha": [0.3403, 0.2012],
  "de_lowest_kcal_mol": 8.50,
  "homo_ev": [-9.0, -8.1],
  "spin_multiplicity": 6,
  "lumo_energy_ev": [0.267, -2.674],
  "symbols": ["Fe", "O", "C", "C", "N", "C", "C", "O", "O", "C", "C", "O", "O", "H", "H", "H", "H", "H", "H", "H", "H", "H", "C", "C", "N", "N", "C", "B", "N", "C", "C", "C", "N", "N", "C", "C", "C", "N", "N", "C", "C", "C", "N", "H", "H", "H", "H", "H", "H", "H", "H", "H", "H", "H", "H"],
  "positions_angstrom": [[-0.206, -0.431, -0.179], [-0.383, 0.134, -2.428], [0.615, -0.032, -3.419], [1.910, 0.718, -3.125], [2.728, 0.176, -2.051], [3.161, 1.043, -0.978], [2.062, 1.645, -0.055], [2.457, 2.429, 0.784], [0.853, 1.268, -0.257], [3.183, -1.117, -2.112], [2.420, -2.228, -1.007], [3.015, -3.274, -1.029], [1.452, -1.745, -0.420], [-0.338, 1.051, -2.118], [0.790, -1.105, -3.506], [0.240, 0.319, -4.386], [2.511, 0.716, -4.043], [1.686, 1.758, -2.885], [3.848, 0.485, -0.344], [3.709, 1.893, -1.394], [3.014, -1.573, -3.083], [4.215, -1.228, -1.784], [0.113, -0.348, 4.129], [0.651, -0.227, 2.847], [-0.219, -0.653, 1.942], [-1.334, -1.045, 2.610], [-1.148, -0.871, 3.932], [-2.537, -1.451, 1.721], [-2.070, -2.545, 0.715], [-2.201, -3.872, 0.875], [-1.579, -4.505, -0.180], [-1.066, -3.461, -0.949], [-1.366, -2.282, -0.414], [-3.009, -0.192, 0.931], [-4.139, 0.527, 1.049], [-4.070, 1.599, 0.184], [-2.825, 1.461, -0.432], [-2.194, 0.388, 0.025], [-3.724, -2.021, 2.485], [-4.889, -2.424, 1.917], [-5.632, -3.067, 2.875], [-4.819, -3.020, 4.021], [-3.677, -2.403, 3.781], [0.575, -0.093, 5.067], [1.606, 0.166, 2.538], [-1.919, -1.149, 4.623], [-2.736, -4.270, 1.722], [-1.507, -5.562, -0.361], [-0.495, -3.509, -1.862], [-4.908, 0.234, 1.744], [-4.807, 2.367, 0.033], [-2.359, 2.091, -1.173], [-5.091, -2.238, 0.874], [-6.610, -3.503, 2.764], [-5.019, -3.409, 5.008]]
}